Entry 1:
Density functional theory data (the ωB97M-V functional and the def2-TZVPD basis) for the molecule C19H20BrNO.

XYZ file:
```
42
Properties=species:S:1:pos:R:3:forces:R:3:nbo_charge:R:1
O -1.952418 0.264134 -1.543061 -0.2 0.0 -0.1 -0.630
C -0.869825 0.730251 -1.235693 0.2 0.1 0.1 0.651
N -0.387680 0.682093 0.019769 0.2 0.0 0.2 -0.616
C -1.156574 0.165720 1.128725 -0.2 -0.2 0.1 -0.208
C -0.864492 -1.305022 1.527307 -0.1 0.2 0.1 -0.086
C -1.541537 -1.462648 2.877426 0.0 -0.1 0.0 -0.013
C -0.836545 -1.365839 4.071504 0.0 0.0 0.0 -0.220
C -1.480886 -1.479405 5.291656 0.0 0.0 0.1 -0.203
C -2.848947 -1.673652 5.344717 0.0 0.0 0.1 -0.221
C -3.569442 -1.732159 4.164601 -0.1 0.0 0.0 -0.222
C -2.922975 -1.619802 2.947340 0.0 0.0 0.0 -0.164
C 0.652407 -1.589459 1.559672 0.0 0.0 -0.2 -0.407
C 0.968111 -2.248196 0.220526 0.0 -0.1 0.0 -0.401
C -0.235441 -3.155562 0.012726 0.0 0.0 -0.1 -0.400
C -1.415467 -2.292629 0.463718 0.0 -0.1 -0.1 -0.414
C -0.060547 1.472131 -2.267152 0.1 0.1 -0.3 -0.113
C -0.834989 2.047629 -3.277886 0.0 0.0 0.0 -0.162
C -0.276991 2.766614 -4.314673 0.0 0.0 0.0 -0.216
C 1.097770 2.920619 -4.377012 0.0 0.0 0.0 -0.183
C 1.892176 2.347888 -3.402290 0.1 0.0 0.0 -0.248
C 1.318946 1.635191 -2.359257 0.1 0.0 0.1 -0.062
Br 2.569855 0.884358 -1.115390 -0.1 0.1 -0.1 0.048
H 0.514691 1.070396 0.236882 0.0 0.0 -0.2 0.408
H -0.962237 0.809586 1.992322 0.0 0.0 -0.1 0.204
H -2.212698 0.248767 0.858656 0.1 0.1 0.1 0.229
H 0.228687 -1.193662 4.064144 0.1 0.0 0.0 0.211
H -0.908080 -1.411237 6.205306 0.0 0.0 0.1 0.211
H -3.350786 -1.766905 6.296406 0.0 0.0 0.1 0.212
H -4.641633 -1.862231 4.190926 -0.1 0.0 0.0 0.211
H -3.508037 -1.649445 2.040470 0.0 0.0 -0.1 0.205
H 1.245638 -0.693350 1.739242 0.1 0.1 0.1 0.202
H 0.869181 -2.310884 2.348357 0.1 0.0 0.1 0.212
H 1.914217 -2.787461 0.239743 0.1 0.0 -0.1 0.209
H 1.010407 -1.508608 -0.577112 0.0 0.0 0.0 0.202
H -0.146557 -4.037164 0.650527 0.0 -0.1 0.0 0.194
H -0.341540 -3.487664 -1.018948 0.0 -0.1 0.0 0.212
H -1.816734 -1.736168 -0.381543 -0.1 0.0 0.0 0.237
H -2.211732 -2.915361 0.866595 -0.1 0.1 0.0 0.214
H -1.902944 1.899392 -3.219790 0.0 0.0 0.0 0.244
H -0.910323 3.199964 -5.073036 -0.1 0.0 -0.1 0.221
H 1.555743 3.475557 -5.181269 0.0 0.0 -0.1 0.220
H 2.966077 2.449355 -3.447568 0.0 0.0 0.0 0.229
```
Forces are in eV/Å.

Computed properties:
SMILES   O=C(NCC1(c2ccccc2)CCCC1)c1ccccc1Br
LUMO energy   0.0208 Ha
Relative energy (zero: lowest compared OMol25 entry of this formula, charge and spin)   3.2 kcal per mole



Entry 2:
Density functional theory data (the ωB97M-V functional and the def2-TZVPD basis) for a cluster of 2 separate species, C3H9N3 in total.

XYZ file:
```
15
Properties=species:S:1:pos:R:3:forces:R:3:nbo_charge:R:1
H -1.316409 -1.943506 0.632745 0.0 -0.1 -0.2 0.349
N -1.529464 -0.953986 0.639218 0.3 0.0 0.6 -0.721
C -1.767886 -0.498237 -0.513043 0.3 0.2 -0.4 0.288
N -1.996874 0.840305 -0.717327 -0.2 0.3 -0.5 -0.834
H -1.724572 -1.108987 -1.421487 -0.5 0.0 0.0 0.148
H -2.371508 1.137533 -1.599641 0.2 -0.2 -0.2 0.382
H -1.409073 1.546617 -0.305446 0.0 -0.3 0.6 0.408
C 2.030134 -0.338853 -0.796463 -0.3 -0.4 -0.6 -0.528
C 2.135512 0.242452 0.388578 -0.1 0.2 0.4 0.016
N 1.046133 0.672311 1.152715 0.2 0.0 0.6 -0.842
H 1.044580 -0.541554 -1.189591 -0.2 0.0 0.0 0.178
H 2.830872 -0.671831 -1.442602 0.3 0.2 0.4 0.207
H 3.086866 0.487464 0.846503 0.1 -0.1 -0.2 0.183
H 0.213786 0.100024 1.101991 -0.2 -0.1 -0.3 0.399
H 1.269593 0.788246 2.134531 0.1 0.1 -0.2 0.368
```
Forces are in eV/Å.

Computed properties:
SMILES   [H]/N=C/N.C=CN
LUMO energy   0.0377 Ha
Relative energy (zero: lowest compared OMol25 entry of this formula, charge and spin)   27.3 kcal per mole